Entry 1:
18
Properties=species:S:1:pos:R:3:mulliken_charge:R:1 method="wB97M-V/def2-TZVPD" total_energy_ha=-364.19389 fmax_ev_per_a=2.8 relative_energy_kcal_mol=46.6 homo_energy_ev=-8.98 lumo_energy_ev=0.888 multiplicity=1
O -1.152 -2.998 -0.737 -0.5433
O -0.125 1.759 -1.088 -0.5574
N -1.034 -0.737 -0.088 -0.2646
C -1.637 -2.043 0.217 -0.3028
C 0.316 -0.217 0.186 -0.7193
C 1.883 1.585 0.240 -1.3347
C 0.361 1.330 0.176 0.2675
H -1.000 -2.510 -1.561 0.3052
H 2.135 2.604 0.544 0.3904
H 2.333 1.433 -0.729 0.3864
H -1.311 -2.426 1.179 0.3045
H 0.068 2.667 -1.339 0.3058
H -1.713 -0.108 0.334 0.1578
H 0.620 -0.416 1.224 0.3204
H -2.715 -1.972 0.044 0.3083
H 2.299 0.940 1.019 0.3569
H 0.990 -0.534 -0.593 0.2790
H -0.317 1.644 0.971 0.3400

---

Entry 2:
111
Properties=species:S:1:pos:R:3:mulliken_charge:R:1 method="wB97M-V/def2-TZVPD" total_energy_ha=-4463.93474 fmax_ev_per_a=1.9 homo_energy_ev=-8.91 lumo_energy_ev=-1.794 multiplicity=1
I -0.302 3.065 -5.340 0.0524
I 0.368 2.189 -0.413 0.1833
S 2.836 2.817 -3.687 0.5749
O 1.449 -5.028 4.385 -0.6430
O 8.979 -1.763 3.920 -0.5415
O 3.375 7.610 3.709 -0.5545
O -0.923 -2.546 -5.179 -0.6220
O -2.606 5.020 5.115 -0.4796
O 2.673 -2.703 -0.211 -0.5590
O 2.414 1.204 -3.905 -0.2130
O -4.904 6.421 1.835 -0.5654
O 1.610 3.537 -2.765 -0.4024
O -0.588 -3.711 -9.627 -0.5438
O 3.992 -3.682 -6.783 -0.5578
O 3.978 2.790 -2.837 -0.4668
O -4.887 -4.437 1.981 -0.5477
O -5.263 -6.110 -8.980 -0.5430
O -5.286 7.948 8.619 -0.5407
O 1.244 2.859 2.751 -0.4498
O 4.723 -4.595 2.543 -0.4087
O -3.238 1.992 -0.544 -0.7040
O -0.641 -1.608 3.392 -0.5391
C 2.546 -0.134 -1.823 -0.0540
C -4.666 3.864 -0.612 -0.3444
C -2.468 -4.051 -8.255 -0.3460
C -5.085 4.977 -0.015 -0.4644
C 2.868 -3.421 -6.415 0.2425
C 2.135 -2.441 2.061 -0.0176
C 1.309 -1.826 -5.386 -0.2952
C 1.826 -3.021 3.216 -0.6989
C -1.852 -3.612 3.621 -0.3166
C -3.676 -2.433 1.753 -0.3708
C 0.528 -4.107 -6.169 -0.2829
C 1.761 -4.395 -6.573 -0.5037
C 1.732 -4.497 3.331 0.6197
C -2.208 -5.168 -10.516 -0.3562
C 7.002 -1.879 2.649 -0.4933
C 5.933 -2.591 2.305 -0.1421
C -3.916 -3.790 2.305 0.2881
C 1.996 -5.296 2.112 -0.7219
C -3.622 3.010 0.002 0.3834
C 0.504 2.779 -2.468 -0.1727
C 0.207 -2.803 -5.545 0.3513
C 6.701 -4.479 3.814 -0.4012
C 2.545 -2.115 -5.789 -0.2887
C 2.889 6.523 3.488 0.3246
C -1.658 -4.261 -9.479 0.3882
C -3.644 -4.652 -8.091 -0.3910
C -3.383 -5.770 -10.353 -0.3697
C -4.673 7.277 7.817 0.3161
C 2.713 0.433 -2.853 -0.3330
C -5.324 6.757 6.590 -0.3944
C -0.441 2.418 -3.305 0.4672
C -3.060 3.439 1.303 -0.3474
C 2.305 -4.714 0.958 -0.4648
C 1.673 4.560 4.318 -0.3390
C 2.411 4.717 1.896 -0.3118
C -3.478 4.552 1.901 -0.3335
C -4.650 6.022 5.709 -0.2049
C -2.609 -1.722 2.107 -0.6052
C -3.221 5.692 5.919 0.4568
C 5.700 -3.946 2.860 0.4492
C -2.919 -4.323 3.267 -0.4532
C -1.606 1.565 -2.886 -0.8398
C -4.523 5.407 1.289 0.3035
C -3.241 6.946 8.025 -0.3530
C 7.771 -3.768 4.158 -0.4267
C -2.569 6.211 7.144 -0.4098
C 2.396 -3.242 0.844 0.5487
C 2.948 5.910 2.138 -0.4800
C 8.006 -2.411 3.604 0.2895
C 1.733 3.949 2.968 0.4856
C -1.615 -2.256 3.069 0.5501
C 2.210 5.752 4.559 -0.3588
C -4.194 -5.560 -9.128 0.3718
H -1.113 -3.985 4.321 0.4659
H 2.443 4.254 0.918 0.3950
H -1.240 0.563 -2.651 0.3280
H 2.207 -1.365 1.957 0.6207
H -1.602 -5.310 -11.402 0.4136
H -3.111 -5.314 3.659 0.4307
H 2.501 -5.282 0.058 0.4658
H 3.366 -1.418 -5.679 0.4801
H -2.298 2.802 1.734 0.5901
H 6.512 -5.470 4.208 0.4250
H -2.051 -3.385 -7.509 0.5086
H -4.414 -2.061 1.053 0.4425
H 1.924 -6.371 2.216 0.4666
H -2.125 1.939 -1.990 -0.0877
H -6.368 7.009 6.455 0.4202
H 2.015 -5.342 -7.031 0.4193
H 7.191 -0.889 2.254 0.4430
H 2.427 -0.677 -0.925 0.5825
H -5.061 3.533 -1.564 0.4621
H 3.448 6.486 1.369 0.4269
H -0.294 -4.804 -6.275 0.5627
H -2.338 1.483 -3.687 0.4897
H 8.514 -4.139 4.852 0.4009
H -1.524 5.959 7.277 0.4229
H 5.189 -2.221 1.609 0.4339
H -2.784 7.333 8.926 0.4022
H -4.248 -4.510 -7.204 0.4393
H -5.847 5.614 -0.446 0.4283
H -2.416 -0.731 1.714 0.6479
H -5.108 5.636 4.807 0.3542
H 1.172 3.983 5.086 0.4276
H -3.080 4.882 2.853 0.5131
H 2.178 6.216 5.537 0.4210
H 1.060 -0.875 -4.930 0.5180
H 1.628 -2.453 4.114 0.3527
H -3.802 -6.435 -11.098 0.4082